C6H8N2 | the ωB97M-V functional and the def2-TZVPD basis

Each line ends with the natural charge from an NBO analysis.
Cartesian coordinates (Å):
C -1.844 0.580 1.155  -0.27
C -1.104 -0.282 2.142  -0.26
C 0.003 -0.133 -0.146  0.36
C 1.571 0.827 -1.193  -0.31
C 1.292 -0.431 -1.930  -0.15
C 0.284 -1.023 -1.255  -0.29
H -1.407 1.582 1.131  0.23
H -2.892 0.303 0.938  0.22
H -1.571 -1.133 2.641  0.21
H -0.016 -0.016 2.554  0.22
H 2.584 0.739 -0.786  0.23
H 1.710 1.605 -1.857  0.22
H 1.977 -0.933 -2.722  0.23
H -0.086 -2.156 -1.276  0.24
N -1.129 -0.549 0.648  -0.45
N 0.628 1.019 -0.045  -0.44

## Properties
* frontier orbital gap: 10.4 eV
* HOMO energy: -0.350 Eh
* 2S+1: 1
* max |F|: 3.68 eV Å⁻¹
* SMILES string: C1=CC(N2CC2)=NC1
* energy above the lowest of the compared OMol25 structures with the same formula, charge and spin: 3.215 eV
* LUMO: 0.865 eV
* DFT total energy: -342.81578 hartree